No. 1
ORCA calculation (ωB97M-V with the def2-TZVPD basis set) on C20H31NO3Sn as an isolated structure.

Output
- M (g/mol) = 452.18
- LUMO energy (eV) = -11.75
- charge = +2
- gap between HOMO and LUMO (eV) = 1.72

CARTESIAN COORDINATES (ANGSTROEM)
1 C 4.11977 -1.93362 0.96651
2 C 4.10397 -0.57231 1.66937
3 C 4.21416 0.60052 0.67644
4 C 2.87392 1.29457 0.36797
5 N 2.55777 1.22482 -1.06288
6 C 1.24976 1.69733 -1.44678
7 O 1.37863 2.13483 -2.80418
8 C 1.59826 0.95567 -3.51161
9 O 2.25517 0.91416 -4.49730
10 C 0.84873 -0.15896 -2.80328
11 C 0.19255 0.55417 -1.59078
12 C -1.12689 1.17222 -2.08691
13 C -2.35505 0.26248 -1.99634
14 O -2.03396 -1.06556 -2.31214
15 C -2.84204 -2.05796 -1.71260
16 C -2.06977 -3.37522 -1.62845
17 C 0.08555 -0.36468 -0.37996
18 C -0.79922 0.04951 0.76154
19 C -1.44247 -0.95467 1.50601
20 C -2.26900 -0.64890 2.55922
21 C -2.48647 0.69255 2.89696
22 C -3.41562 0.98509 4.03254
23 C -1.84473 1.70275 2.18352
24 C -1.01685 1.38485 1.12970
25 H 3.15963 -2.15496 0.49428
26 H 4.35399 -2.73741 1.66262
27 H 4.87654 -1.95543 0.18365
28 H 4.97913 -0.54419 2.31736
29 H 3.19491 -0.48932 2.26577
30 H 4.58619 0.20326 -0.26951
31 H 4.95181 1.33276 0.99838
32 H 2.08289 0.83755 0.96057
33 H 2.94305 2.34296 0.68902
34 H 3.21764 1.83840 -1.53423
35 H 0.92377 2.58331 -0.88884
36 H 1.45391 -1.03388 -2.58852
37 H 0.07346 -0.47188 -3.50310
38 H -1.35734 2.06902 -1.50394
39 H -1.02014 1.51950 -3.11033
40 H -3.10341 0.65551 -2.69555
41 H -2.81959 0.33021 -1.00318
42 H -3.75931 -2.20627 -2.29031
43 H -3.16053 -1.73824 -0.71243
44 H -1.89375 -3.66696 -0.59166
45 H -1.10045 -3.27600 -2.11128
46 H -2.63390 -4.18421 -2.08327
47 H 1.07960 -0.60827 -0.00110
48 H -0.32491 -1.31403 -0.73578
49 H -1.28634 -1.99078 1.23444
50 H -2.75506 -1.44660 3.10504
51 H -4.42324 0.58013 3.84265
52 H -3.08488 0.63081 5.01068
53 H -3.53820 2.10400 4.04644
54 H -1.98799 2.74779 2.43831
55 H -0.52515 2.17291 0.58141
56 Sn -4.87851 3.37665 4.87582

Forces on atoms 1 to 6 (eV/Å):
-0.152 0.080 -0.011
0.550 -0.185 -0.488
-0.300 -0.173 -0.228
0.402 -0.004 0.052
-0.181 0.573 0.682
-0.287 0.233 -0.775

How is the electron density shared among the atoms? According to Mulliken, the charges in e are: atom 1 (C): -1.15, atom 2 (C): -0.39, atom 3 (C): -0.91, atom 4 (C): -0.16, atom 5 (N): -0.17, atom 6 (C): -0.66, atom 7 (O): -0.56, atom 8 (C): 0.24, atom 9 (O): -0.52, atom 10 (C): -0.71, atom 11 (C): 2.04, atom 12 (C): -1.46, atom 13 (C): -0.73, atom 14 (O): -0.29, atom 15 (C): -0.25, atom 16 (C): -1.11, atom 17 (C): -1.34, atom 18 (C): 0.38, atom 19 (C): -0.73, atom 20 (C): -1.25, atom 21 (C): 1.66, atom 22 (C): -0.94, atom 23 (C): -1.25, atom 24 (C): -0.12, atom 25 (H): 0.16, atom 26 (H): 0.36, atom 27 (H): 0.36, atom 28 (H): 0.38, atom 29 (H): 0.26, atom 30 (H): 0.40, atom 31 (H): 0.37, atom 32 (H): 0.02, atom 33 (H): 0.47, atom 34 (H): 0.33, atom 35 (H): 0.59, atom 36 (H): 0.37, atom 37 (H): 0.37, atom 38 (H): 0.32, atom 39 (H): 0.69, atom 40 (H): 0.57, atom 41 (H): 0.29, atom 42 (H): 0.49, atom 43 (H): 0.22, atom 44 (H): 0.28, atom 45 (H): 0.26, atom 46 (H): 0.33, atom 47 (H): 0.52, atom 48 (H): 0.12, atom 49 (H): 0.58, atom 50 (H): 0.47, atom 51 (H): 0.61, atom 52 (H): 0.56, atom 53 (H): -0.29, atom 54 (H): 0.23, atom 55 (H): 0.44, atom 56 (Sn): 1.25

---

No. 2
ORCA calculation (ωB97M-V with the def2-TZVPD basis set) on one molecule with the formula C20H31NO4.

Output
- M (g/mol) = 349.47
- ΔE to the lowest compared entry with this formula, charge and spin (eV) = 0.954
- LUMO energy (eV) = 0.47
- structure (SMILES) = CC(=O)c1ccc(OC[C@@H](O)CN2C(C)(C)CC(O)CC2(C)C)cc1
- gap between HOMO and LUMO (eV) = 8.87

CARTESIAN COORDINATES (ANGSTROEM)
1 C 8.07760 0.62798 -0.16182
2 C 7.11821 -0.53125 -0.02613
3 O 7.50872 -1.67854 -0.04365
4 C 5.68167 -0.20600 0.12830
5 C 4.78039 -1.26687 0.27037
6 C 3.43385 -1.03972 0.41404
7 C 2.93795 0.26796 0.42027
8 C 3.82569 1.33181 0.28194
9 C 5.17956 1.09252 0.13903
10 H 5.84019 1.93888 0.03472
11 H 3.47122 2.35071 0.28729
12 O 1.59404 0.38781 0.55793
13 C 1.00857 1.67082 0.56546
14 C -0.51202 1.50658 0.74989
15 O -1.09780 2.76799 0.95504
16 H -1.03201 3.28400 0.14275
17 H -0.69326 0.95859 1.67730
18 C -1.10219 0.71609 -0.44399
19 N -2.31172 -0.01092 -0.11033
20 C -2.10955 -1.46081 0.05543
21 C -3.45055 -2.12008 0.42645
22 C -4.38140 -1.12094 1.11573
23 C -4.78226 -0.07434 0.07931
24 H -5.50361 -0.51182 -0.61107
25 H -5.28035 0.73855 0.60891
26 C -3.56450 0.47379 -0.71379
27 C -3.71393 0.10275 -2.20370
28 H -2.80621 0.34415 -2.75401
29 H -3.93135 -0.95359 -2.33277
30 H -4.53511 0.66914 -2.63780
31 C -3.63224 2.00757 -0.61606
32 H -4.65335 2.32968 -0.80594
33 H -3.33885 2.34009 0.37552
34 H -3.00293 2.49569 -1.35685
35 H -5.27343 -1.64099 1.48416
36 O -3.81205 -0.51668 2.24951
37 H -3.12488 0.07959 1.91666
38 H -3.96059 -2.48868 -0.46473
39 H -3.26204 -2.97107 1.08041
40 C -1.12741 -1.71183 1.21557
41 H -0.95588 -2.78259 1.30319
42 H -0.16856 -1.23298 1.04462
43 H -1.53825 -1.35989 2.15699
44 C -1.52824 -2.18087 -1.18164
45 H -1.59694 -3.25471 -1.02478
46 H -2.06742 -1.93471 -2.08962
47 H -0.47850 -1.93785 -1.32880
48 H -1.26701 1.41372 -1.26971
49 H -0.32496 0.02396 -0.77151
50 H 1.40274 2.27588 1.39193
51 H 1.21162 2.19049 -0.38394
52 H 2.73584 -1.85437 0.52599
53 H 5.17275 -2.27254 0.26375
54 H 9.08905 0.24290 -0.26235
55 H 7.82992 1.21897 -1.04077
56 H 8.02174 1.26598 0.71732

Forces on atoms 1 to 6 (eV/Å):
0.187 -0.267 -0.013
0.303 0.181 -0.041
-0.013 0.030 0.003
-0.473 -0.080 0.058
0.067 0.114 -0.014
-0.156 0.137 0.020

How is the electron density shared among the atoms? According to Mulliken, the charges in e are: atom 1 (C): -1.38, atom 2 (C): 1.07, atom 3 (O): -0.61, atom 4 (C): 0.18, atom 5 (C): -1.03, atom 6 (C): -0.25, atom 7 (C): 0.86, atom 8 (C): -0.88, atom 9 (C): -0.63, atom 10 (H): 0.31, atom 11 (H): 0.40, atom 12 (O): -0.08, atom 13 (C): -1.29, atom 14 (C): 0.12, atom 15 (O): -0.60, atom 16 (H): 0.47, atom 17 (H): 0.23, atom 18 (C): -1.47, atom 19 (N): 1.01, atom 20 (C): 1.19, atom 21 (C): -1.54, atom 22 (C): -0.13, atom 23 (C): -1.29, atom 24 (H): 0.45, atom 25 (H): 0.40, atom 26 (C): 1.55, atom 27 (C): -1.90, atom 28 (H): 0.26, atom 29 (H): 0.43, atom 30 (H): 0.53, atom 31 (C): -2.08, atom 32 (H): 0.55, atom 33 (H): 0.44, atom 34 (H): 0.36, atom 35 (H): 0.64, atom 36 (O): -0.70, atom 37 (H): 0.38, atom 38 (H): 0.45, atom 39 (H): 0.51, atom 40 (C): -1.51, atom 41 (H): 0.58, atom 42 (H): 0.02, atom 43 (H): 0.35, atom 44 (C): -1.64, atom 45 (H): 0.45, atom 46 (H): 0.28, atom 47 (H): 0.38, atom 48 (H): 0.67, atom 49 (H): 0.37, atom 50 (H): 0.56, atom 51 (H): 0.56, atom 52 (H): 0.45, atom 53 (H): 0.44, atom 54 (H): 0.35, atom 55 (H): 0.37, atom 56 (H): 0.37

---

No. 3
ORCA calculation (ωB97M-V with the def2-TZVPD basis set) on C20H31O3Ru as an isolated structure in a non-equilibrium geometry.

Output
- M (g/mol) = 420.53
- multiplicity = 5
- LUMO energy (alpha / beta) (eV) = -2.54 / -5.60
- charge = +1
- gap between HOMO and LUMO (alpha / beta) (eV) = 8.15 / 6.03

CARTESIAN COORDINATES (ANGSTROEM)
1 O 1.17071 1.16430 -0.11242
2 C -0.12735 1.49293 0.46293
3 C -0.67075 1.99593 -0.88742
4 H 0.03329 2.29921 1.18032
5 H -0.67351 0.59640 0.84206
6 C 0.55507 1.22833 -1.46837
7 H -0.55595 3.07662 -1.06457
8 H -1.68990 1.64691 -1.12424
9 C 1.61727 1.92520 -2.29956
10 H 2.09514 2.72669 -1.71014
11 H 1.21507 2.34294 -3.22500
12 H 2.41672 1.19814 -2.53010
13 C -0.06474 -0.02391 -2.06480
14 H -0.78587 -0.52573 -1.37126
15 H 0.69349 -0.74560 -2.36493
16 H -0.65231 0.18444 -2.98702
17 Ru -0.48950 -2.56750 -0.12789
18 C -1.87759 -4.13159 -0.14801
19 C -1.71555 -3.73738 1.23352
20 C -2.15491 -2.37061 1.36404
21 H -1.37010 -4.37893 2.03568
22 C -2.60719 -1.92103 0.07244
23 C -2.43367 -3.00848 -0.86569
24 H -2.70911 -2.99519 -1.91774
25 H -1.69540 -5.12068 -0.55841
26 H -2.13983 -1.78245 2.27342
27 H -3.04963 -0.94976 -0.14282
28 C 1.93123 -4.17588 0.26869
29 C 1.02413 -3.63337 -0.85958
30 C 1.54204 -2.31505 -1.09457
31 H 0.75175 -4.26794 -1.71016
32 C 2.26748 -1.85845 0.08070
33 C 2.50823 -2.93060 0.89085
34 H 3.06109 -2.98474 1.82863
35 H 2.71872 -4.76198 -0.24690
36 H 1.74945 -1.96219 -2.11381
37 H 2.58734 -0.82606 0.23102
38 O -0.49978 4.15643 0.81903
39 C -0.72527 5.26389 -0.10991
40 C -0.70511 6.60975 0.64435
41 H -1.69377 5.09827 -0.62415
42 H 0.04702 5.21481 -0.89637
43 C -0.68010 6.22461 2.13646
44 H -1.57605 7.19677 0.34253
45 H 0.20695 7.16202 0.39706
46 C -0.40376 4.68982 2.14279
47 H -1.64439 6.43600 2.62320
48 H 0.11782 6.72761 2.70670
49 H -1.05581 4.09637 2.79604
50 H 0.61314 4.50938 2.51450
51 C 1.10175 -6.32227 0.92269
52 O 1.18476 -4.93442 1.21608
53 H 0.04194 -6.60699 0.88960
54 H 1.60655 -6.84608 1.74431
55 H 1.58875 -6.57890 -0.03379

Forces on atoms 1 to 6 (eV/Å):
-1.434 -1.450 -0.800
0.286 0.599 0.031
0.682 0.411 0.135
-0.380 -0.788 0.202
0.419 0.523 -0.009
-0.506 0.940 0.478

How is the electron density shared among the atoms? According to Mulliken, the charges in e are: atom 1 (O): -0.49, atom 2 (C): 0.37, atom 3 (C): -0.42, atom 4 (H): 0.03, atom 5 (H): -0.09, atom 6 (C): 1.93, atom 7 (H): -0.08, atom 8 (H): 0.27, atom 9 (C): -1.73, atom 10 (H): 0.39, atom 11 (H): 0.35, atom 12 (H): 0.36, atom 13 (C): -1.45, atom 14 (H): 0.01, atom 15 (H): 0.25, atom 16 (H): 0.46, atom 17 (Ru): 0.38, atom 18 (C): -0.69, atom 19 (C): -0.42, atom 20 (C): -0.28, atom 21 (H): 0.44, atom 22 (C): -0.70, atom 23 (C): -0.16, atom 24 (H): 0.45, atom 25 (H): 0.52, atom 26 (H): 0.45, atom 27 (H): 0.48, atom 28 (C): 0.52, atom 29 (C): -0.42, atom 30 (C): -1.11, atom 31 (H): 0.54, atom 32 (C): -0.04, atom 33 (C): -1.22, atom 34 (H): 0.46, atom 35 (H): 0.48, atom 36 (H): 0.86, atom 37 (H): 0.60, atom 38 (O): -0.26, atom 39 (C): -0.61, atom 40 (C): -0.48, atom 41 (H): 0.33, atom 42 (H): 0.31, atom 43 (C): -0.48, atom 44 (H): 0.29, atom 45 (H): 0.24, atom 46 (C): -0.58, atom 47 (H): 0.25, atom 48 (H): 0.26, atom 49 (H): 0.32, atom 50 (H): 0.30, atom 51 (C): -0.77, atom 52 (O): -0.36, atom 53 (H): 0.25, atom 54 (H): 0.29, atom 55 (H): 0.38

---

| no. | calculated total energy (eV) |
| --- | --- |
| 1 | -34684.904 |
| 2 | -30922.947 |
| 3 | -29953.118 |